The following is a quantum chemistry calculation of a structure of composition C39H65Be2Cl2IMgN7O14PS in a non-equilibrium geometry, from the Open Molecules 2025 dataset.

Last column: Löwdin charge in e.
CARTESIAN COORDINATES (ANGSTROEM)
C 0.05 0.24 -0.99  -0.11
C -0.57 -0.68 -2.11  -0.23
C -0.54 -0.02 -3.49  -0.25
C -1.74 0.88 -3.79  -0.32
C -2.92 0.14 -4.53  -0.15
C -3.69 -0.65 -3.48  -0.18
C -3.67 -2.01 -3.30  -0.22
P -2.65 -3.00 -4.49  0.87
N -3.21 -2.66 -6.09  -0.14
O -2.98 -4.61 -4.36  -0.30
C -4.42 -2.56 -2.19  -0.16
C -4.39 -4.05 -1.89  -0.12
C -5.23 -4.50 -0.71  -0.18
O -6.61 -4.22 -1.01  -0.05
C -7.47 -5.03 -0.31  -0.53
C -8.32 -5.94 -1.17  0.03
O -7.55 -5.02 0.88  0.15
C -5.13 -1.72 -1.38  0.05
C -5.20 -0.33 -1.58  -0.16
N -5.96 0.41 -0.72  0.24
C -5.94 1.70 -1.01  -0.28
N -6.67 2.57 -0.23  0.17
C -5.19 2.26 -2.09  -0.22
C -5.09 3.72 -2.44  -0.23
C -6.35 4.25 -3.16  -0.75
C -6.95 3.21 -4.15  -0.15
I -5.85 6.03 -4.27  0.90
N -4.46 1.51 -2.89  0.10
C -4.46 0.17 -2.64  -0.15
H -0.67 0.29 -0.16  0.06
H 0.95 -0.26 -0.61  0.00
H 0.22 1.26 -1.32  0.08
H -1.56 -0.98 -1.77  0.09
H 0.03 -1.60 -2.17  0.10
H -0.55 -0.82 -4.23  0.08
H 0.39 0.52 -3.67  0.10
H -1.40 1.75 -4.58  -0.07
H -2.08 1.39 -2.82  0.04
H -3.53 0.93 -4.97  0.12
H -2.43 -0.50 -5.25  0.06
H -2.37 -2.42 -6.61  0.04
H -3.83 -1.86 -6.10  0.04
H -3.86 -4.73 -4.75  0.06
H -3.35 -4.33 -1.69  0.13
H -4.72 -4.60 -2.77  0.11
H -5.13 -5.58 -0.56  0.14
H -4.92 -4.00 0.21  0.13
H -9.29 -6.12 -0.72  0.09
H -7.76 -6.86 -1.33  0.10
H -8.49 -5.46 -2.14  0.09
H -5.68 -2.12 -0.54  0.12
H -6.62 2.17 0.71  0.10
H -6.21 3.47 -0.14  0.05
H -4.91 4.29 -1.52  0.09
H -4.19 3.84 -3.15  0.10
H -7.12 4.44 -2.42  0.08
H -6.19 2.61 -4.65  0.08
H -7.50 3.75 -4.91  0.05
H -7.62 2.57 -3.57  0.09
C 5.35 1.30 -0.11  -0.13
C 5.70 0.52 1.12  -0.11
O 4.53 0.66 1.97  -0.19
S 3.25 0.76 1.06  0.60
O 2.65 -0.57 0.99  -0.42
O 2.48 1.88 1.44  -0.15
O 3.94 1.03 -0.32  -0.14
H 5.47 2.37 0.04  0.15
H 5.94 0.98 -0.98  0.09
H 6.59 0.89 1.62  0.15
H 5.84 -0.54 0.90  0.13
Mg 1.15 -1.84 1.28  1.22
C -8.05 5.63 3.47  0.25
C -7.49 4.95 2.33  -0.33
C -6.87 5.87 1.31  -0.32
O -6.28 5.46 0.31  0.09
C -6.97 7.30 1.52  0.24
C -7.54 7.98 2.66  -0.33
C -8.07 7.06 3.74  -0.32
O -8.52 7.45 4.79  0.19
O -7.61 9.18 2.80  0.19
O -7.49 3.75 2.15  0.13
H -8.51 5.03 4.26  0.15
H -6.56 7.89 0.71  0.15
Be -3.06 2.53 -2.79  0.43
Cl -2.34 3.07 -0.42  -0.13
C 4.96 1.14 5.14  -0.13
C 6.06 0.31 5.78  -0.44
C 6.74 0.99 6.99  -0.22
O 7.64 2.01 6.64  -0.17
C 7.06 3.28 6.38  -0.08
N 7.03 -0.05 4.74  0.06
H 5.35 1.95 4.53  0.08
H 4.35 0.51 4.48  0.07
H 4.26 1.58 5.90  -0.14
H 5.61 -0.62 6.15  0.12
H 7.33 0.24 7.51  0.13
H 5.99 1.36 7.71  0.06
H 6.19 3.46 7.01  0.09
H 6.78 3.37 5.32  0.08
H 7.81 4.04 6.59  0.10
H 7.72 -0.68 5.14  0.08
H 7.57 0.79 4.54  0.08
C 5.97 0.19 -3.15  -0.34
O 6.02 -0.49 -2.13  -0.03
N 6.33 -0.22 -4.36  -0.18
C 6.24 0.64 -5.53  -0.03
C 6.84 -1.58 -4.52  -0.02
H 5.60 1.23 -3.13  0.14
H 5.58 0.19 -6.26  0.10
H 7.23 0.77 -5.96  0.10
H 5.85 1.62 -5.25  0.09
H 6.08 -2.29 -4.20  0.09
H 7.72 -1.71 -3.90  0.10
H 7.09 -1.76 -5.56  0.09
C 7.84 -4.55 3.08  -0.06
C 6.90 -3.44 3.54  -0.43
C 6.05 -3.81 4.75  -0.21
O 4.95 -4.66 4.47  -0.20
C 5.26 -6.04 4.39  -0.09
N 6.07 -3.02 2.40  0.05
H 7.31 -5.34 2.54  0.07
H 8.59 -4.16 2.40  0.08
H 8.36 -5.00 3.92  0.09
H 7.53 -2.59 3.83  0.11
H 5.60 -2.89 5.15  0.11
H 6.66 -4.23 5.56  0.13
H 6.05 -6.32 5.09  0.10
H 5.56 -6.31 3.37  0.08
H 4.36 -6.60 4.63  0.09
H 5.52 -2.21 2.69  0.05
H 5.38 -3.74 2.25  0.07
Cl -0.45 1.49 -6.05  0.01
Be 3.53 1.39 7.35  0.52

**Orbital gap**: 1.68 eV
**DFT total energy**: -140083.78877 eV
**Net charge**: +2
**E_HOMO**: -11.2 eV


The following is a quantum chemistry calculation of a structure of composition C18H34ClFINOSi2Ti in a non-equilibrium geometry, from the Open Molecules 2025 dataset.

Last column: Löwdin charge in e.
CARTESIAN COORDINATES (ANGSTROEM)
F 2.37 -0.64 3.85  -0.18
C 2.44 -1.90 3.02  -0.13
C 1.86 -1.62 1.48  -0.19
Si 2.84 -0.17 0.59  0.49
C 2.71 -0.25 -1.34  -0.30
C 2.21 -1.69 -1.94  -0.19
C 0.62 -1.96 -1.66  -0.21
C -0.31 -1.95 -3.04  -0.17
C -1.66 -2.86 -2.65  -0.19
C -2.91 -1.95 -2.08  -0.20
C -3.47 -2.42 -0.61  -0.20
C -3.54 -1.18 0.50  -0.20
C -2.12 -1.21 1.34  -0.23
C -1.92 0.01 2.41  -0.18
C -1.36 1.41 1.79  -0.15
C -1.10 1.41 0.17  -0.14
N -0.98 2.89 -0.25  -0.21
C -1.57 3.62 -1.43  -0.01
C -1.13 5.22 -1.41  -0.01
C -0.15 5.46 -0.10  0.02
C -0.14 3.93 0.50  -0.14
O 4.48 0.01 1.19  -0.42
Si 4.84 1.67 1.64  -0.20
Cl 6.82 1.70 2.55  0.23
I 3.31 2.66 3.32  0.56
H 3.52 -2.36 3.02  0.14
H 1.70 -2.66 3.55  0.15
H 1.92 -2.56 0.79  0.10
H 0.73 -1.26 1.65  0.09
H 2.11 1.06 0.99  -0.06
H 3.82 -0.07 -1.75  0.14
H 2.05 0.67 -1.70  -0.02
H 2.86 -2.53 -1.40  0.14
H 2.39 -1.67 -3.10  0.13
H 0.22 -1.06 -1.02  0.07
H 0.48 -2.94 -1.03  0.12
H 0.25 -2.35 -3.99  0.12
H -0.72 -0.85 -3.23  0.11
H -1.98 -3.41 -3.64  0.12
H -1.38 -3.70 -1.87  0.11
H -2.67 -0.80 -2.10  0.09
H -3.81 -2.12 -2.84  0.13
H -2.89 -3.36 -0.18  0.12
H -4.61 -2.76 -0.74  0.12
H -4.44 -1.39 1.25  0.13
H -3.78 -0.15 -0.01  0.10
H -2.15 -2.22 1.98  0.14
H -1.23 -1.35 0.59  0.07
H -2.88 0.23 3.06  0.14
H -1.09 -0.36 3.19  0.12
H -2.13 2.26 2.06  0.14
H -0.31 1.65 2.29  0.11
H -1.95 0.92 -0.48  0.13
H -0.08 0.91 -0.14  0.05
H -2.26 3.08 -2.22  0.13
H -1.42 6.06 -2.19  0.12
H 0.39 6.44 0.25  0.12
H 0.51 3.79 1.46  0.08
H 4.91 2.60 0.50  -0.05
Ti 1.79 2.09 -0.86  1.08

**Orbital gap**: 5.44 eV
**DFT total energy**: -84938.62906 eV
**Net charge**: +2
**E_HOMO**: -14.6 eV
**Energy above the lowest of the compared OMol25 structures with the same formula, charge and spin**: 1230.1 kJ/mol


Which of these has the highest DFT total energy? C18H34ClFINOSi2Ti